The following is a quantum chemistry calculation of the molecule C4H5NO2 in a non-equilibrium geometry, from the OMol25 dataset.

XYZ file:
```
12
Properties=species:S:1:pos:R:3:forces:R:3
O -1.465789 0.915935 -0.326855 0.0 2.3 -1.0
C -0.311161 1.288785 -0.415285 -0.8 0.5 -0.3
C 0.693940 0.185767 -0.655239 -0.2 0.1 0.4
C 0.783995 -0.191353 0.848241 0.3 -1.2 0.5
N -0.542092 -0.786488 1.125299 -1.1 0.4 -0.5
C -0.978435 -1.018992 -0.047544 0.3 -1.8 0.6
O -0.106542 -0.874242 -1.129533 -0.3 0.0 0.2
H -0.038300 2.276325 -0.039548 0.4 0.2 -0.1
H 1.594004 0.344631 -1.265841 -0.4 0.0 0.5
H 1.150544 -1.200776 0.980200 2.5 0.3 -0.1
H 1.174316 0.574828 1.538217 -0.4 -0.5 -0.2
H -1.918569 -1.476513 -0.291471 -0.1 -0.3 0.0
```
Positions in Å, forces in eV/Å.

Results
Lowest unoccupied orbital energy, hartree: 0.0281
Charge: 0
Maximum force, eV/A: 2.53
Gap between HOMO and LUMO, eV: 9.69
SMILES string: O=C[C@H]1CN=CO1
ΔE to the lowest compared entry with this formula, charge and spin, kcal per mole: 76.6



The following is a quantum chemistry calculation of a structure of composition C28H23N5O2RuS, from the OMol25 dataset.

XYZ file:
```
60
Properties=species:S:1:pos:R:3:forces:R:3
Ru -0.643839 -0.919385 -1.088702 0.2 0.2 0.3
O 0.280176 -0.635915 -2.867825 -0.1 -0.1 0.0
C 1.578900 -0.636125 -3.043143 0.0 0.1 0.0
C 2.108474 0.126687 -4.103229 0.0 0.0 0.0
C 3.459864 0.149098 -4.352291 0.0 0.0 0.0
C 4.359674 -0.587537 -3.569181 0.0 0.0 0.0
C 3.863552 -1.357049 -2.550684 0.0 0.0 0.0
C 2.484177 -1.389894 -2.262077 0.1 0.0 0.0
C 2.024666 -2.305744 -1.267005 0.0 0.0 0.1
N 0.836136 -2.341511 -0.782219 -0.1 -0.2 0.1
C 0.457000 -3.488514 0.061623 0.0 0.0 0.0
C -0.815918 -3.215957 0.869575 0.0 0.0 -0.1
N -1.623526 -2.150248 0.244317 0.1 -0.2 0.0
C -2.853158 -2.048456 0.619347 -0.1 0.0 -0.1
C -3.817080 -1.117613 0.132271 0.0 0.0 0.0
C -5.068983 -1.067757 0.782663 0.0 0.0 0.0
C -6.056553 -0.220341 0.359852 0.0 0.0 0.0
C -5.810391 0.596836 -0.754145 0.0 0.0 0.0
C -4.605461 0.566550 -1.413098 0.0 0.0 0.0
C -3.571510 -0.292482 -0.992528 0.0 -0.1 -0.1
O -2.459452 -0.303741 -1.687759 -0.1 0.0 0.0
H 1.414172 0.681057 -4.720983 0.0 0.0 0.0
H 3.834404 0.743591 -5.176332 0.0 0.0 0.0
H 5.419100 -0.563229 -3.780165 0.0 0.0 0.0
H 4.531483 -1.963658 -1.949340 0.0 0.0 0.0
H 2.744578 -3.045530 -0.911062 0.0 0.0 0.0
H 1.283275 -3.745386 0.727188 0.0 0.0 0.0
H 0.284760 -4.339979 -0.598849 0.0 0.0 0.0
H -0.585875 -2.931230 1.895274 0.1 0.1 0.0
H -1.406885 -4.131783 0.897963 0.0 0.0 0.1
H -3.200758 -2.736055 1.392942 0.0 0.0 0.0
H -5.236060 -1.720516 1.632031 0.0 0.0 0.0
H -7.010875 -0.185656 0.865475 0.0 0.0 0.0
H -6.587849 1.263141 -1.106639 0.0 0.0 0.0
H -4.425199 1.185294 -2.282170 0.0 0.0 0.0
N 1.116823 1.972884 2.040143 0.1 -0.1 0.0
C 1.681025 1.481655 3.239314 0.0 0.1 0.0
C 2.123022 2.371486 4.201279 0.0 0.0 0.0
C 2.680641 1.900351 5.383332 0.0 0.0 0.0
C 2.793179 0.539070 5.600238 0.0 0.0 0.0
C 2.346806 -0.352836 4.632122 0.0 0.0 0.0
C 1.794464 0.117768 3.454778 0.0 0.0 0.0
S 1.252392 -1.045125 2.234743 0.0 0.0 -0.1
N 0.565115 -0.078219 1.015905 0.0 -0.2 0.0
C 0.609789 1.196824 1.043226 0.0 0.2 -0.1
C 0.098011 1.894279 -0.167229 0.0 0.0 0.1
C 0.175074 3.269167 -0.315655 0.0 0.0 -0.1
C -0.266211 3.866470 -1.484371 0.0 0.1 0.0
C -0.769787 3.065996 -2.485433 0.0 0.0 0.0
C -0.824367 1.700150 -2.282546 0.0 0.1 0.1
N -0.409746 1.120968 -1.146879 0.1 0.2 -0.2
H 1.080596 2.969041 1.947645 0.0 0.0 0.0
H 2.032126 3.437980 4.029011 0.0 0.0 0.0
H 3.023745 2.603990 6.129026 0.0 0.0 0.0
H 3.225946 0.163572 6.516952 0.0 0.0 0.0
H 2.433512 -1.420233 4.797237 0.0 0.0 0.0
H 0.585660 3.899230 0.457180 0.0 0.0 0.0
H -0.205499 4.939699 -1.603402 0.0 0.0 0.0
H -1.118825 3.477490 -3.421298 0.0 0.0 0.0
H -1.208510 1.037378 -3.036415 0.0 0.0 0.0
```
Positions in Å, forces in eV/Å.

Results
Lowest unoccupied orbital energy (alpha / beta), hartree: -0.1259 / -0.1184
⟨S²⟩: 0.756
Spin multiplicity: 2
Charge: +1
Maximum force, eV/A: 0.41
Gap between HOMO and LUMO (alpha / beta), eV: 6.90 / 7.05
ΔE to the lowest compared entry with this formula, charge and spin, kcal per mole: 46.7



The following is a quantum chemistry calculation of the molecule C4H2O3S in a non-equilibrium geometry, from the OMol25 dataset.

XYZ file:
```
10
Properties=species:S:1:pos:R:3:forces:R:3
C -1.511498 -0.590099 -0.117418 0.7 1.0 0.4
C -0.413622 -1.062490 0.645214 -1.3 0.2 -1.4
C -2.066074 0.758068 0.160833 -1.9 -2.2 0.5
C 0.522197 -1.506883 1.243074 0.4 0.2 0.4
O -3.226939 1.033634 -0.051027 -0.2 0.4 -1.1
O -1.297395 1.470238 0.912892 2.0 2.2 1.2
O 1.587883 -1.939119 1.869188 -0.5 0.2 -0.1
S -2.239825 -1.332555 -1.461416 0.0 -0.4 0.0
H -1.667374 2.359089 1.105199 -0.1 -0.8 -0.2
H 1.781069 -2.743375 1.391657 0.8 -0.7 0.1
```
Positions in Å, forces in eV/Å.

Results
Lowest unoccupied orbital energy (alpha / beta), hartree: 0.0102 / -0.0939
⟨S²⟩: 2.014
Spin multiplicity: 3
Charge: 0
Maximum force, eV/A: 3.24
Gap between HOMO and LUMO (alpha / beta), eV: 7.77 / 6.97
ΔE to the lowest compared entry with this formula, charge and spin, kcal per mole: 0.0



The following is a quantum chemistry calculation of a structure of composition C6H13HgO4 in a non-equilibrium geometry, from the OMol25 dataset.

XYZ file:
```
24
Properties=species:S:1:pos:R:3:forces:R:3
C -1.521080 1.207027 1.618831 0.5 -0.9 -0.2
O -1.298717 -0.006194 2.240911 0.2 0.0 -0.2
H -2.038587 1.081313 0.637734 -0.6 0.2 0.2
H -2.063106 1.928551 2.269584 0.1 -0.2 -0.5
H -0.584309 1.687406 1.248053 0.1 0.3 0.4
O -0.093142 0.703820 -2.554147 -2.6 0.8 -1.7
C -0.987935 -0.094476 -2.794029 -0.2 0.7 0.8
C -0.991135 -1.441107 -2.130174 -0.3 -0.1 0.7
O 0.033718 -1.524728 -1.186417 -0.6 -2.6 0.2
C -0.236465 -1.214623 0.577411 -2.8 -0.9 0.9
C 1.038934 -0.642942 1.135518 -0.5 0.8 -0.2
O 1.464002 0.378159 0.231686 0.2 1.2 3.1
C 2.239346 1.418826 0.806250 0.0 0.3 0.5
Hg 1.607329 -0.270657 -1.704159 5.0 -0.6 -3.2
H -1.866053 0.201319 -3.395035 0.3 -0.1 -0.1
H -0.929277 -2.207642 -2.925484 0.2 0.0 0.3
H -1.982069 -1.587918 -1.661084 0.1 0.2 -0.1
H -0.443475 -2.170498 1.079492 0.4 0.0 -0.5
H -1.229201 -0.905056 0.235826 0.9 1.3 0.8
H 1.824523 -1.395673 1.300826 -0.1 0.0 -0.5
H 0.814266 -0.190062 2.118742 -0.4 -0.2 -0.5
H 2.444325 2.128490 -0.002407 0.2 -0.2 0.3
H 1.647975 1.913127 1.590444 0.1 -0.1 -0.2
H 3.150124 1.003543 1.261624 -0.1 0.2 -0.3
```
Positions in Å, forces in eV/Å.

Results
Lowest unoccupied orbital energy (alpha / beta), hartree: -0.0054 / -0.0472
⟨S²⟩: 0.753
Spin multiplicity: 2
Charge: 0
Maximum force, eV/A: 5.96
Gap between HOMO and LUMO (alpha / beta), eV: 6.79 / 5.64
ΔE to the lowest compared entry with this formula, charge and spin, kcal per mole: 130.2



The following is a quantum chemistry calculation of a structure of composition C36H51CdN3O6SSe2, from the OMol25 dataset.

XYZ file:
```
100
Properties=species:S:1:pos:R:3:forces:R:3
Cd 0.332958 -0.410930 -0.417197 0.6 -0.4 0.0
C -5.113350 -1.134441 1.094580 -0.1 0.0 -0.1
C -3.618524 -1.366385 1.296683 0.1 0.0 0.1
C -3.271906 -2.855033 1.180790 0.1 0.1 0.0
C -3.120454 -0.816141 2.615697 0.2 0.2 0.1
C -3.787790 -1.155160 3.786950 0.0 0.0 0.1
C -3.342922 -0.728897 5.032130 -0.1 0.0 -0.1
C -2.179256 0.013201 5.108789 0.0 0.0 0.0
C -1.478437 0.384657 3.962488 0.2 0.0 0.0
C -0.127982 1.075552 4.119290 0.0 0.0 0.2
C 0.866352 0.145997 4.822681 -0.1 -0.1 0.1
C -0.240700 2.413461 4.851141 -0.1 0.1 0.0
C -1.979886 0.014633 2.697405 -0.2 -0.1 0.0
N -1.305469 0.458414 1.537896 0.0 -0.3 0.0
C -1.275759 1.728601 1.360807 0.0 0.3 -0.3
C -0.431200 2.437082 0.451931 0.0 -0.2 0.1
C -0.458149 3.815440 0.236273 0.1 0.1 -0.1
C 0.556145 4.078505 -0.688622 0.0 -0.1 0.1
C 1.164508 2.838926 -0.979100 -0.1 0.1 0.2
N 0.574768 1.849230 -0.281214 -0.3 0.3 -0.2
C 2.309411 2.607942 -1.944117 -0.1 -0.1 0.0
C 1.741211 2.095000 -3.280025 0.0 0.0 0.0
C 3.046911 3.925777 -2.201006 0.0 0.0 -0.1
C 3.317208 1.607126 -1.362235 0.0 0.1 0.1
H -5.386199 -1.383665 0.064984 0.0 0.0 0.1
H -5.375625 -0.085655 1.270117 0.0 -0.1 0.0
H -5.718642 -1.756678 1.765127 0.0 0.1 -0.1
H -3.104994 -0.848952 0.495758 0.2 0.1 -0.2
H -3.750749 -3.424698 1.987665 0.0 0.0 -0.1
H -2.192362 -3.011770 1.232694 0.0 0.0 0.0
H -3.607585 -3.241134 0.215515 0.0 0.0 0.0
H -4.678179 -1.773162 3.720418 0.0 0.0 0.0
H -3.890016 -0.988023 5.932295 0.0 0.0 0.0
H -1.793874 0.301412 6.082992 0.0 0.0 -0.1
H 0.272647 1.271114 3.130575 0.1 0.0 -0.1
H 0.527237 -0.100154 5.834722 0.0 0.1 0.0
H 1.850275 0.620903 4.895385 -0.1 0.0 0.0
H 0.979033 -0.784301 4.260459 0.0 0.1 0.1
H -0.656489 2.282940 5.856371 0.0 0.0 0.0
H -0.890183 3.105039 4.305796 0.0 0.0 0.0
H 0.745202 2.879354 4.950935 -0.1 0.0 0.0
H -1.935772 2.369252 1.957514 0.0 0.1 0.1
H -1.131614 4.518951 0.709358 0.0 0.0 0.0
H 0.830792 5.041532 -1.095447 0.0 -0.1 0.0
H 1.174404 2.895012 -3.772173 0.0 -0.1 0.0
H 1.071023 1.250187 -3.122631 0.0 0.0 0.0
H 2.544799 1.758551 -3.944240 0.0 0.1 0.0
H 2.398047 4.661325 -2.687811 0.1 -0.1 0.0
H 3.900339 3.740014 -2.862593 0.0 0.0 0.0
H 3.418762 4.357595 -1.266603 0.0 0.0 -0.1
H 2.852196 0.656758 -1.108855 0.0 0.0 0.0
H 3.775005 2.019333 -0.456576 0.0 0.0 0.0
H 4.100150 1.395566 -2.096997 0.0 0.0 0.0
O 1.694254 -4.922278 0.691984 0.2 0.2 -0.2
C 1.918280 -4.067847 -0.448415 0.0 -0.1 0.2
C 3.208377 -3.255360 -0.323873 0.1 0.0 0.0
C 4.353468 -4.265913 -0.180558 0.2 0.2 -0.1
O 5.651578 -3.647310 -0.109384 -0.2 -0.2 0.0
C 3.485479 -2.426588 -1.605165 -0.2 0.0 0.0
Se 1.961070 -1.671377 -2.611684 -0.1 0.2 0.2
C 3.214427 -2.369837 0.937528 -0.1 0.1 0.0
Se 1.510729 -1.651213 1.619771 -0.2 0.0 0.0
H 1.468114 -4.310665 1.411068 -0.1 0.0 -0.1
H 1.076228 -3.397035 -0.581296 -0.1 0.1 -0.1
H 1.975463 -4.701413 -1.335740 0.0 -0.1 0.0
H 4.311708 -4.960644 -1.029909 0.1 0.0 0.0
H 4.236798 -4.844640 0.731756 0.0 0.0 0.1
H 5.691864 -3.010370 -0.830997 -0.1 0.0 0.0
H 4.017532 -3.050380 -2.331780 0.0 0.0 0.0
H 4.134415 -1.584905 -1.348842 0.1 0.0 0.0
H 3.883754 -1.527070 0.795660 0.1 0.0 0.0
H 3.601790 -2.942324 1.777616 0.1 -0.1 0.0
C -8.193230 0.606883 -0.648516 0.0 -0.1 0.0
C -7.447953 -0.292882 -1.602729 -0.1 0.0 0.1
C -7.709346 -1.658680 -1.651571 0.0 0.0 0.0
C -6.973967 -2.500408 -2.477824 0.0 0.1 -0.1
C -5.964638 -1.959219 -3.260358 0.0 0.1 0.2
C -5.691963 -0.594704 -3.236834 0.0 -0.1 0.0
C -6.443138 0.227498 -2.416346 0.1 0.1 0.0
S -4.908819 -3.018195 -4.197664 0.2 0.0 -0.1
O -4.434364 -2.278434 -5.331011 -0.1 0.0 -0.2
O -5.617926 -4.257873 -4.388193 -0.1 -0.1 0.1
N -3.645063 -3.253929 -3.200071 0.1 -0.3 -0.1
C -2.246275 -3.081835 -3.692821 -0.2 0.2 0.1
C -1.838925 -1.620149 -3.687833 0.0 -0.2 0.1
C -1.456639 -1.119340 -2.303477 -0.1 0.1 0.5
O -1.077185 -1.974999 -1.449810 -0.5 0.3 -0.2
O -1.448007 0.124031 -2.100521 0.1 -0.5 -0.2
H -9.108434 0.133624 -0.288213 0.0 0.0 0.0
H -8.455871 1.555565 -1.120505 0.0 0.0 0.0
H -7.568391 0.833813 0.220445 0.0 0.0 -0.1
H -8.489727 -2.073260 -1.021577 0.0 0.0 0.0
H -7.171091 -3.566121 -2.523186 0.0 0.1 0.0
H -4.885438 -0.194724 -3.844467 -0.1 -0.1 0.1
H -6.223002 1.289944 -2.379480 0.0 -0.1 0.0
H -3.817759 -4.085921 -2.645928 0.2 0.1 0.0
H -2.113431 -3.543321 -4.670889 -0.1 0.0 -0.1
H -1.611237 -3.588915 -2.971725 0.0 -0.1 0.1
H -2.602171 -0.978645 -4.121838 0.0 0.0 -0.1
H -0.928057 -1.506571 -4.284342 0.0 0.0 0.0
```
Positions in Å, forces in eV/Å.

Results
Lowest unoccupied orbital energy, hartree: 0.1406
Charge: -2
Maximum force, eV/A: 0.71
Gap between HOMO and LUMO, eV: 5.32
ΔE to the lowest compared entry with this formula, charge and spin, kcal per mole: 24.5